1.
# H4OS2

A cluster of 2 separate species, H4OS2 in total (ωB97M-V with the def2-TZVPD basis set, the OMol25 dataset).

Computed properties:
**E_HOMO**: -8.72 eV
**Frontier orbital gap**: 8.9 eV
**SMILES**: SS.O
**LUMO energy**: 0.18 eV

Structure (XYZ):
```
7
Properties=species:S:1:pos:R:3:forces:R:3
S -2.842676 -1.109655 -0.078544 0.5115 0.2559 -0.4128
S -0.787638 -0.638507 -0.403971 -0.8770 0.0844 -0.1732
O 2.329327 1.242750 -0.033188 0.0625 0.1417 0.5180
H 2.883617 2.006763 0.181011 -0.1306 -0.1990 -0.1679
H -0.536149 -0.961059 0.849551 0.4234 -0.2215 0.4752
H -3.022896 -1.515546 -1.343926 -0.0624 -0.1215 0.1026
H 1.976415 0.975254 0.829068 0.0727 0.0601 -0.3418
```
Forces are in eV/Å.



2.
# C2H6O5P2

A cluster of 2 separate species, C2H6O5P2 in total (ωB97M-V with the def2-TZVPD basis set, the OMol25 dataset).

Computed properties:
**E_HOMO (alpha / beta)**: 0.43 / 0.43 eV
**Frontier orbital gap (alpha / beta)**: 6.3 / 6.3 eV
**Charge**: -2
**LUMO energy (alpha / beta)**: 6.77 / 6.77 eV

Structure (XYZ):
```
15
Properties=species:S:1:pos:R:3:forces:R:3
P 1.905704 0.587240 -0.349060 0.5220 1.6914 -0.5059
P -1.650127 1.103588 -0.409401 0.5112 0.3016 0.3926
O 1.924251 2.347305 -0.667692 4.7812 -1.8872 0.9817
O -1.277264 2.754119 -0.022415 -0.0738 0.1130 -0.8800
O -2.815271 0.829750 0.528720 0.3897 -0.5399 0.0026
O 0.204485 0.135342 1.666643 1.7142 1.2164 1.0913
O 2.736033 0.518455 0.933511 -0.0480 -0.5403 0.8843
C 0.140274 0.546425 0.391282 -0.9574 -2.9110 -0.9793
C 0.013121 -1.597249 -0.815306 -1.6350 2.0541 -0.2055
H 1.065848 2.490906 -0.827586 -5.3175 1.4926 -1.0480
H -0.895181 -1.571152 -1.482458 1.0136 -0.0518 0.6628
H -0.739929 2.691506 0.755691 0.3991 0.2912 0.8144
H 0.948205 -1.485045 -1.291811 0.7341 -0.0561 -0.8799
H 1.223668 0.241142 1.968795 -1.7995 -0.3465 -1.3473
H 0.028680 -2.387864 -0.114233 -0.2341 -0.8276 1.0162
```
Forces are in eV/Å.



3.
# C23H14AsFO5SW

A structure of composition C23H14AsFO5SW (ωB97M-V with the def2-TZVPD basis set, the OMol25 dataset).

Computed properties:
**E_HOMO (alpha / beta)**: -8.24 / -8.97 eV
**Frontier orbital gap (alpha / beta)**: 7.2 / 7.6 eV
**Spin multiplicity**: 3
**LUMO energy (alpha / beta)**: -1.02 / -1.37 eV

Structure (XYZ):
```
46
Properties=species:S:1:pos:R:3:forces:R:3
W 0.736524 -0.031251 -2.133769 -0.0817 -0.3297 -0.0421
As 0.004222 -0.536567 0.237716 -0.1656 -0.2092 0.1353
S 2.460831 -1.552084 -1.687535 -0.2359 0.0369 0.3215
F -0.833551 -0.995441 -2.644188 0.5219 0.2176 0.1216
O 2.799453 2.764538 -5.563407 -0.0011 -0.0719 0.0545
O 0.441903 4.487269 -6.043307 0.0194 0.0395 -0.0771
O 2.135527 1.104840 -3.026976 -0.5205 0.0222 -0.5052
O -0.204493 1.765670 -2.106506 -0.0393 -0.1695 -0.2368
O -1.470706 3.996994 -3.869819 0.0026 -0.0841 0.0891
C 0.170746 0.930996 1.460270 0.1734 0.0676 -0.0058
C -4.113014 -0.668403 0.135417 0.0353 0.0247 -0.0058
C -4.448037 -1.932268 0.604316 0.0542 0.0020 0.0002
C -0.720191 1.122823 2.508657 0.0494 -0.0518 -0.1050
C 0.590479 3.722238 -5.142651 0.0581 -0.1638 0.2340
C 1.420432 2.867608 2.133843 0.0048 -0.0306 -0.0322
C 2.049280 -3.454146 2.462550 -0.0865 0.0365 0.0819
C 1.464041 2.070009 -3.670716 -0.3111 0.1166 0.2474
C 1.149291 -2.465718 2.092541 -0.0891 0.0281 0.0207
C 1.208666 -1.900930 0.825287 0.2310 -0.0976 -0.0029
C 0.224567 2.412456 -3.179446 0.6665 0.0861 -0.2661
C 1.241511 1.800982 1.266836 -0.0950 0.0086 0.0795
C 3.017747 -3.868099 1.562549 0.0567 0.0357 -0.1731
C 3.102749 -3.287846 0.303108 0.0594 -0.1539 0.1800
C -2.116705 -2.452076 0.909727 0.0914 -0.0313 0.0039
C -3.452627 -2.820435 0.985292 -0.0929 -0.0334 0.0072
C 1.807599 2.816869 -4.886110 0.4043 0.0411 -0.1642
C -0.407308 3.452459 -4.005819 -0.4542 0.2388 0.1792
C -0.534660 2.194985 3.368827 -0.0410 0.0182 0.0582
C -2.781528 -0.293406 0.055353 -0.0189 -0.0781 0.0317
C -1.786114 -1.184616 0.455196 -0.1477 0.2086 -0.0525
C 0.531187 3.062551 3.182079 0.0268 0.0172 -0.0001
C 2.203421 -2.299683 -0.069824 -0.0271 0.2594 -0.3109
H -5.487231 -2.227487 0.662391 -0.0019 -0.0090 0.0038
H 3.724098 -4.637916 1.843982 0.0043 -0.0010 -0.0066
H -1.345553 -3.157469 1.192923 0.0044 0.0153 0.0022
H -2.510987 0.685003 -0.328290 -0.0490 0.0058 0.0002
H -4.885227 0.021377 -0.178067 -0.0033 -0.0044 0.0021
H 3.875518 -3.591944 -0.390562 0.0048 -0.0097 0.0078
H 0.669535 3.899849 3.853383 -0.0120 -0.0029 0.0061
H 0.393530 -2.120031 2.789194 0.0267 -0.0497 0.0512
H 1.999313 -3.894349 3.449322 -0.0176 0.0132 0.0029
H -3.716400 -3.809084 1.337583 0.0075 0.0010 0.0015
H -1.226642 2.356608 4.184976 -0.0028 -0.0096 -0.0040
H -1.555087 0.445383 2.637528 -0.0259 0.0277 0.0537
H 1.926479 1.650388 0.439398 0.0170 0.0224 0.0126
H 2.247411 3.549354 1.986749 0.0003 0.0002 0.0003
```
Forces are in eV/Å.



4.
# C4H9NO

A structure of composition C4H9NO (ωB97M-V with the def2-TZVPD basis set, the OMol25 dataset).

Computed properties:
**E_HOMO**: -8.57 eV
**Frontier orbital gap**: 8.0 eV
**LUMO energy**: -0.55 eV

Structure (XYZ):
```
15
Properties=species:S:1:pos:R:3:forces:R:3
O 2.235199 -0.528433 0.555829 -0.5046 0.3935 1.0554
N -1.916997 1.167724 -0.975930 2.1439 -2.6907 -1.2180
C -1.272706 0.560921 0.247166 -1.0944 2.7195 3.8657
C -0.126097 -0.469620 0.289825 -0.0576 2.4651 0.3978
C -0.781446 1.425712 -1.538054 -0.2725 0.8852 -0.6199
C 1.184825 0.082668 0.683363 2.2734 1.4825 -5.0578
H 1.240072 -3.075623 0.320109 0.0258 -0.0128 0.0082
H 0.200800 -0.448483 1.434033 -2.6929 -2.6094 0.5133
H -0.139777 2.275447 -1.181228 0.3083 -0.8839 0.6020
H -0.304188 0.870372 -2.380657 -0.9455 0.7875 -0.5641
H -0.045806 -1.146063 -0.548825 -0.1221 -1.3040 0.9703
H 1.660091 -3.640519 0.548425 -0.0068 -0.0830 0.0084
H -2.097792 0.302324 0.937246 0.0354 -0.6501 -0.9080
H 1.099910 1.188846 0.720177 0.4669 -0.0358 1.3592
H -0.936084 1.434720 0.888518 0.4426 -0.4637 -0.4126
```
Forces are in eV/Å.



5.
# C3H7N3OS

A structure of composition C3H7N3OS (ωB97M-V with the def2-TZVPD basis set, the OMol25 dataset).

Computed properties:
**E_HOMO**: -9.06 eV
**Frontier orbital gap**: 9.1 eV
**LUMO energy**: 0.01 eV

Structure (XYZ):
```
15
Properties=species:S:1:pos:R:3:forces:R:3
S 0.772461 -1.480631 -0.559989 -1.1087 -2.1923 0.1512
O 3.141656 -1.073354 -0.088636 -0.0305 -0.8144 -0.5667
N -2.967556 -0.377152 -0.249581 1.5949 -0.7693 4.7470
N -1.567559 -0.984284 0.367336 -0.9387 1.5369 -0.6710
N -0.237776 0.717298 -0.976545 -5.1871 3.3959 0.3916
C -0.494711 -0.319619 -0.279920 -0.9606 -0.9464 -0.9150
C 2.056355 -0.504868 -0.160957 4.5342 -0.6643 1.5893
C 2.085118 0.894519 0.182472 -1.4188 3.5880 2.0141
H -3.078800 0.621957 0.567214 -0.7932 -4.5112 -2.9480
H -1.345556 -1.431885 1.361600 -1.2073 1.5661 -2.7780
H 3.146963 1.233803 0.025548 -1.2789 -0.2321 0.1715
H -0.981085 1.647128 -0.918097 2.1578 -3.6057 0.0801
H -3.612391 -1.373320 -0.192951 1.7060 4.2012 0.6969
H 1.244111 1.324686 -0.547874 2.5150 0.1843 2.1091
H 1.838777 1.105726 1.470385 0.4158 -0.7368 -4.0720
```
Forces are in eV/Å.



6.
# C18H23N5O8P

The ion C18H23N5O8P with charge -1 (ωB97M-V with the def2-TZVPD basis set, the OMol25 dataset).

Computed properties:
**E_HOMO**: -6.37 eV
**Frontier orbital gap**: 8.8 eV
**Charge**: -1
**SMILES**: CCCC(=O)Nc1ncnc2c1ncn2[C@@H]1O[C@@H]2CO[P@](=O)([O-])O[C@H]2[C@H]1OC(=O)CCC
**LUMO energy**: 2.38 eV

Structure (XYZ):
```
55
Properties=species:S:1:pos:R:3:forces:R:3
P -4.660959 -1.661639 -0.811927 0.3153 0.3412 0.5976
O -3.739489 -0.213792 -0.664630 -0.9405 -0.6483 -0.4295
O -1.337936 -0.989562 1.847820 0.1484 -0.3868 -0.0111
O -6.020620 -1.285038 -1.199856 -0.2472 0.1535 -0.0106
O -2.118034 1.772181 0.473685 -0.1694 -0.2335 0.4600
O -4.674815 -2.076434 0.821778 -0.5531 0.3688 -1.0311
O -1.552695 2.842938 -1.422175 -0.0660 -0.0492 -0.1081
O 6.973489 -2.194966 -1.042355 0.1026 -0.0899 -0.1153
O -3.787455 -2.635077 -1.511339 0.0110 -0.0094 0.0261
N 4.441090 0.670759 0.726630 0.3615 -0.3537 -0.2787
N 2.061760 -1.949217 -0.286540 0.3552 -0.4766 -0.3310
N 2.205129 1.188206 1.361854 -0.5627 0.1294 0.1464
N 5.019464 -1.314211 -0.428543 -0.5838 -0.5183 -0.2327
N 0.623521 -0.538270 0.685650 0.2902 -0.0379 0.1163
C 3.498627 1.420993 1.282492 -0.2477 0.2209 0.1709
C 6.391791 -1.258708 -0.540629 0.3532 0.1623 0.2475
C 2.750636 -0.859306 0.176468 -0.5647 0.6960 0.4540
C -2.669935 -0.993549 1.346524 -0.5719 0.2049 -0.2385
C 7.079661 -0.012611 -0.057363 0.1784 0.0336 -0.1404
C 6.947517 1.101336 -1.102885 0.0832 0.0332 0.1651
C -3.004067 3.922513 0.165767 -0.0812 0.0086 -0.2391
C -2.146627 2.807387 -0.377315 0.1113 0.5255 0.0371
C -0.613595 0.014643 1.180293 -0.3332 0.6852 0.0707
C -5.232671 2.717921 -0.062631 0.0444 0.1159 -0.1807
C 0.823068 -1.721873 0.029000 -0.0172 -0.1452 -0.0728
C -1.496778 0.575416 0.039231 0.1173 -0.4706 -0.5068
C 7.663398 2.365133 -0.646243 -0.1432 -0.1571 -0.1564
C 1.852665 0.035973 0.797102 1.1842 -0.2191 -0.3072
C 4.100106 -0.484041 0.161236 -0.5596 0.3461 0.3036
C -3.419145 -2.317330 1.376269 0.8062 -0.2599 0.5954
C -2.530865 -0.549529 -0.109983 1.0247 0.2129 0.5838
C -4.383547 3.899410 -0.511796 -0.0329 -0.0230 0.1969
H -3.561770 -2.682532 2.400352 0.0511 0.0168 -0.1178
H -2.872428 -3.067355 0.788840 0.0158 0.0009 0.1223
H -0.333464 0.821433 1.875056 -0.0484 -0.1679 -0.2280
H 8.721965 2.171576 -0.485058 0.1254 0.0247 0.0426
H 6.630301 0.322561 0.875880 0.1365 -0.0090 -0.0407
H -3.115219 3.799234 1.242705 0.0122 0.0603 0.0189
H -0.927907 0.780131 -0.873719 -0.0606 -0.0705 0.2454
H 7.367988 0.757895 -2.050588 -0.0496 -0.0312 -0.0287
H 4.602008 -2.161362 -0.804736 0.2062 0.0813 0.0143
H -5.371900 2.736782 1.016877 -0.0349 -0.0352 0.1349
H 0.014674 -2.392228 -0.184949 -0.2666 -0.1057 -0.0088
H -6.211307 2.758528 -0.534543 -0.1217 -0.0473 -0.0094
H -4.896775 4.835060 -0.269825 0.0569 0.0021 -0.0812
H -4.241449 3.863235 -1.593367 -0.0026 0.1039 -0.0259
H 5.890525 1.321843 -1.254724 0.0079 -0.0229 -0.0841
H 8.134474 -0.249460 0.092545 -0.0655 -0.1066 -0.0303
H 7.566773 3.147738 -1.395211 0.0366 0.1297 -0.0215
H 3.844513 2.344895 1.726016 0.0214 0.0978 0.0497
H -2.069872 -1.369820 -0.685710 0.0896 0.1216 0.1375
H -2.505515 4.868761 -0.053216 0.0653 -0.0969 0.0350
H -4.775585 1.770210 -0.334918 -0.0271 -0.0966 0.0357
H -3.272048 -0.243871 1.882866 0.0567 -0.0972 -0.0711
H 7.231103 2.723492 0.284666 -0.0173 0.0885 0.1296
```
Forces are in eV/Å.



7.
# C28H31Cl2N7O4S2Sn

A structure of composition C28H31Cl2N7O4S2Sn (ωB97M-V with the def2-TZVPD basis set, the OMol25 dataset).

Computed properties:
**E_HOMO**: -7.47 eV
**Frontier orbital gap**: 6.9 eV
**LUMO energy**: -0.60 eV

Structure (XYZ):
```
75
Properties=species:S:1:pos:R:3:forces:R:3
Sn -0.800684 -0.288451 -0.529359 -0.1468 -0.2052 -0.1251
Cl 4.148986 -1.400803 -2.404962 -0.0252 -0.0011 0.0035
Cl 3.553916 -4.244327 -2.091449 -0.0442 0.0270 -0.0051
S 0.788795 7.469795 -2.216163 0.0978 0.3092 -0.0324
S -3.288742 -0.739986 1.311952 0.0533 0.0673 0.1630
O 0.255770 0.660680 0.997463 -0.1412 -0.2304 -0.4131
O 1.817463 -2.782190 -0.211041 0.3606 0.1026 -0.3792
O -0.430887 -2.521229 0.924769 -0.5465 -0.0430 -0.1695
O 1.046375 -1.312764 -1.734639 0.1729 -0.1658 0.2528
N -1.350419 -0.232682 3.093570 -0.1019 -0.4715 0.1347
N -0.308995 6.856467 -1.206256 0.0415 0.0518 -0.0091
N -1.516089 -3.420372 -1.758804 0.0319 0.0043 -0.0827
N 1.225476 6.134869 -3.008160 0.0174 0.0523 0.0009
N -0.169918 1.520193 -2.529312 0.1608 0.1171 0.1194
N -1.939661 2.326527 -0.614448 0.0962 0.1313 0.0617
N -2.690423 -2.060298 3.513743 0.1580 -0.0881 0.0339
C 1.453807 1.970273 -4.225738 0.0230 0.0131 -0.0590
C 1.510493 1.293701 1.168872 0.2623 0.2266 0.0990
C -1.337267 -3.807289 -3.019674 -0.0145 0.1098 0.1630
C -0.673787 -4.972370 -3.369972 0.0766 -0.0797 -0.0586
C -1.231084 4.608477 -0.790481 0.0263 -0.0960 -0.0223
C -0.562236 -0.593668 4.272890 -0.1244 -0.0605 -0.0814
C -1.034773 -4.195168 -0.784521 0.1304 0.1981 -0.0247
C -2.103189 4.969072 0.236949 0.0485 0.1103 -0.0260
C -1.226799 -3.671471 0.616562 0.0508 0.2171 0.2133
C 0.584069 3.757641 -2.904202 -0.0299 -0.0251 0.0196
C -0.176797 -5.775290 -2.355718 0.0152 -0.0083 0.0116
C 1.815704 -2.225223 -1.316847 -0.0671 0.0176 -0.0478
C -0.227305 2.830628 -2.239139 0.0248 -0.0756 -0.1067
C 0.515619 5.147768 -2.497369 -0.2023 -0.1156 0.1547
C -0.364770 -5.384628 -1.040485 -0.0026 -0.0314 -0.0106
C -1.773970 -2.700084 4.468331 -0.0873 0.0924 -0.0307
C -2.370731 -1.021366 2.714453 0.1264 0.1228 0.2029
C 2.062275 0.912467 2.544425 -0.0274 0.0045 -0.0085
C 2.518798 0.867152 0.105458 -0.1749 -0.1356 -0.0661
C 1.430213 3.309376 -3.919873 0.0000 0.0750 0.0359
C -0.368786 5.563339 -1.458595 0.0416 -0.2575 -0.1388
C -0.391609 -2.104247 4.311656 -0.0468 0.0741 -0.1210
C 2.868610 -2.642569 -2.374632 -0.0374 0.0339 0.1682
C -1.166783 3.265348 -1.181982 -0.1610 -0.0345 0.0381
C -2.771954 2.686621 0.352332 0.0589 0.0086 -0.1153
C 0.648177 1.106958 -3.486575 -0.1033 -0.0451 0.1123
C -2.880382 3.998091 0.818114 -0.0408 -0.0511 0.0244
C 1.325659 2.812775 1.108982 -0.1087 -0.0280 -0.0338
H 2.237438 3.329785 1.420574 -0.0403 -0.0073 -0.0339
H 2.740845 -0.196621 0.206915 0.0386 0.0196 -0.0280
H 3.089718 1.266354 2.661079 -0.0417 -0.0164 0.0084
H 2.051316 -0.175576 2.653253 0.0418 0.0534 -0.0099
H 0.683241 0.034383 -3.641884 0.0003 0.0699 -0.0158
H 0.364471 -6.684679 -2.584334 -0.0299 0.0009 -0.0098
H 1.458764 1.360464 3.339563 0.0547 0.0041 -0.0821
H 0.392158 -0.080650 4.215992 -0.0937 -0.0173 -0.0083
H 2.112737 1.034831 -0.896562 0.0605 0.0155 0.0326
H 0.504609 3.116551 1.765226 0.0486 -0.0092 -0.0279
H -1.085157 -0.247336 5.168681 0.0313 0.0205 0.0575
H 2.053050 4.026717 -4.438924 -0.0023 -0.0180 -0.0036
H 0.483760 -2.644542 0.552962 0.1848 -0.1017 0.0633
H -2.265292 -3.358831 0.720995 -0.0590 0.0131 0.0545
H -1.740261 -3.143637 -3.778718 0.0115 -0.0489 -0.0024
H 0.027513 -2.416118 3.353049 0.0962 -0.0437 0.0537
H -3.373132 1.892272 0.779712 0.0651 -0.0123 0.0350
H -2.144087 6.004867 0.552062 -0.0101 -0.0434 0.0030
H -3.476036 -2.594346 3.185747 -0.0674 -0.0103 -0.0187
H -1.012380 -4.458602 1.345430 0.0088 -0.0809 -0.0073
H 2.413568 -2.641569 -3.355650 -0.0408 -0.0229 -0.0746
H -0.828215 0.215723 2.332754 -0.0077 0.2931 -0.0163
H -2.143932 -2.544277 5.484119 -0.0078 -0.0168 0.0447
H 2.091896 1.583071 -5.008071 0.0046 -0.0147 0.0342
H 3.450366 1.430653 0.202363 -0.0453 -0.0270 0.0059
H 0.266569 -2.428864 5.116444 -0.0434 0.0236 0.0579
H -1.757246 -3.772647 4.277242 -0.0725 -0.0411 -0.0528
H -3.563715 4.226747 1.624964 -0.0006 0.0064 -0.0398
H -0.543422 -5.243495 -4.410134 -0.0253 0.0367 0.0304
H 1.084506 3.122710 0.088313 0.0755 0.0025 0.1049
H 0.014182 -5.985086 -0.223288 0.0243 0.0551 0.0000
```
Forces are in eV/Å.